[1]
The following is a quantum chemistry calculation of an isolated molecule of C8H7ClN2OS at a distorted geometry, from the Open Molecules 2025 dataset.

Structure (ORCA input):
```
! RIJCOSX wB97M-V def2-TZVPD def2/J DEFGRID3
* xyz 0 1
N 3.470 -0.878 -0.419
C 2.912 0.342 0.019
O 3.525 1.270 0.533
C 1.478 0.255 -0.274
C 0.826 1.417 0.024
C -0.617 1.750 0.086
C -1.719 0.959 -0.122
S -3.363 1.603 -0.065
C -4.026 -0.014 0.128
C -3.085 -0.940 0.367
C -1.720 -0.488 0.031
N -0.735 -1.298 -0.149
Cl -0.828 -3.018 0.212
H 3.036 -1.770 -0.346
H 4.430 -1.092 -0.339
H 1.125 -0.655 -0.624
H 1.559 2.314 0.259
H -0.932 2.714 0.239
H -5.039 -0.016 0.186
H -3.323 -1.996 0.634
*
```

Properties
- SMILES: NC(=O)/C=C/C=C1/SC=C/C1=N\Cl
- Frontier orbital gap: 7.34 eV
- Calculated total energy: -1352.06813 a.u.

Atom charges from the Löwdin analysis, given in e for atoms 1 to 4: atom 1 (N): 0.1431, atom 2 (C): -0.5079, atom 3 (O): 0.0464, atom 4 (C): -0.0193

=====

[2]
The following is a quantum chemistry calculation of a structure of composition C8H7F3N2 at a distorted geometry, from the Open Molecules 2025 dataset.

Structure (ORCA input):
```
! RIJCOSX wB97M-V def2-TZVPD def2/J DEFGRID3
* xyz 0 1
C 1.310 -0.398 1.458
C 1.420 -1.000 0.173
C 0.271 0.360 1.793
C 0.464 -0.858 -0.749
C -0.830 2.279 -0.248
C -1.311 0.544 -1.603
C -0.788 0.533 0.738
C -0.524 3.687 0.137
N -1.118 1.965 -1.459
N -0.652 -0.156 -0.453
F 0.214 3.747 1.386
F 0.322 4.381 -0.602
F -1.660 4.356 0.447
H 1.992 -0.665 2.227
H 2.175 -1.602 -0.302
H 0.312 0.749 2.763
H 0.376 -1.281 -1.703
H -2.361 0.321 -1.958
H -0.598 0.356 -2.376
H -1.762 0.510 1.100
*
```

Properties
- Frontier orbital gap: 8.63 eV
- Energy relative to the best compared isomer or geometry (same formula, charge and spin): 51.7 kcal/mol
- Calculated total energy: -718.03887 a.u.

Atom charges from the Löwdin analysis, given in e for atoms 1 to 4: atom 1 (C): -0.0915, atom 2 (C): -0.0725, atom 3 (C): -0.0265, atom 4 (C): -0.1035

=====

[3]
The following is a quantum chemistry calculation of a structure of composition C8H7FN2 at a distorted geometry, from the Open Molecules 2025 dataset.

Structure (ORCA input):
```
! RIJCOSX wB97M-V def2-TZVPD def2/J DEFGRID3
* xyz 0 3
C 2.412 -0.344 0.351
C 2.254 1.073 0.326
C 1.359 -1.158 0.360
C 0.992 1.634 0.342
C -1.128 -1.324 0.369
C 0.035 -0.624 0.242
C -0.153 0.848 0.341
C -2.326 0.157 0.167
N -1.384 1.178 0.252
N -3.038 0.059 -0.946
F -3.085 -0.024 1.298
H 3.298 -0.883 0.103
H 3.051 1.773 0.288
H 1.379 -2.228 0.500
H 0.910 2.629 0.570
H -1.409 -2.357 0.309
H -3.541 -0.780 -0.999
H -3.386 0.845 -1.308
*
```

Properties
- Expectation value of S²: 2.03
- Frontier orbital gap (alpha / beta): 7.59 / 6.62 eV
- Calculated total energy: -518.24943 a.u.

Atom charges from the Löwdin analysis, given in e for atoms 1 to 4: atom 1 (C): -0.0772, atom 2 (C): -0.0514, atom 3 (C): -0.0466, atom 4 (C): 0.0023

=====

[4]
The following is a quantum chemistry calculation of a structure of composition C8H7N2O5STi at a distorted geometry, from the Open Molecules 2025 dataset.

Structure (ORCA input):
```
! RIJCOSX wB97M-V def2-TZVPD def2/J DEFGRID3
* xyz 1 3
O -0.221 1.088 -2.749
C -0.277 0.823 -1.607
Ti 0.385 0.030 0.391
C -0.465 1.057 1.942
O -0.911 1.674 2.796
C -0.199 -1.794 -0.162
O -0.511 -2.823 -0.574
C 1.702 -0.283 -1.497
O 2.399 0.500 -2.083
C -1.607 0.503 -0.275
O -2.753 0.646 -0.533
H 2.063 -1.380 -1.585
S 2.135 -0.887 1.831
C 1.285 -1.565 3.205
N 1.855 -1.442 4.430
C 0.923 -1.786 5.494
C -0.257 -2.422 4.735
N 0.144 -2.324 3.325
H 2.667 -0.828 4.539
H 0.598 -0.897 6.060
H 1.409 -2.512 6.155
H -1.223 -1.908 4.926
H -0.347 -3.484 5.014
H -0.494 -2.578 2.565
*
```

Properties
- Expectation value of S²: 2.03
- Frontier orbital gap (alpha / beta): 6.77 / 5.73 eV
- Energy relative to the best compared isomer or geometry (same formula, charge and spin): 29.5 kcal/mol
- Calculated total energy: -2042.06976 a.u.

Atom charges from the Löwdin analysis, given in e for atoms 1 to 4: atom 1 (O): 0.1909, atom 2 (C): -0.1330, atom 3 (Ti): 0.3302, atom 4 (C): -0.0944

=====

[5]
The following is a quantum chemistry calculation of a structure of composition C8H7N3O at a distorted geometry, from the Open Molecules 2025 dataset.

Structure (ORCA input):
```
! RIJCOSX wB97M-V def2-TZVPD def2/J DEFGRID3
* xyz 0 1
O -3.624 1.607 1.431
N -2.230 2.405 -0.200
C -2.575 1.555 0.874
C -1.397 1.689 -0.761
C 2.447 -1.488 -0.230
C 1.552 -1.626 -1.217
C 2.248 -0.611 0.890
C 0.364 -0.946 -1.190
C 0.967 0.090 0.925
C 0.049 -0.165 -0.125
N -1.788 0.493 1.098
N -1.211 0.427 -0.157
H -0.843 2.015 -1.615
H 3.279 -2.118 -0.434
H 1.884 -2.227 -2.042
H 3.033 -0.633 1.789
H -0.381 -0.927 -1.946
H 0.625 0.765 1.619
H -2.401 -0.305 1.292
*
```

Properties
- Frontier orbital gap: 9.77 eV
- Energy relative to the best compared isomer or geometry (same formula, charge and spin): 72.5 kcal/mol
- Calculated total energy: -548.48246 a.u.

Atom charges from the Löwdin analysis, given in e for atoms 1 to 4: atom 1 (O): 0.0968, atom 2 (N): 0.1987, atom 3 (C): -0.5841, atom 4 (C): -0.1184

=====

[6]
The following is a quantum chemistry calculation of an isolated molecule of C8H7N3O at a distorted geometry, from the Open Molecules 2025 dataset.

Structure (ORCA input):
```
! RIJCOSX wB97M-V def2-TZVPD def2/J DEFGRID3
* xyz 0 1
N 0.602 -0.334 -3.263
N -0.322 -0.092 -2.332
C 0.085 -0.098 -1.103
C 1.517 -0.333 -0.677
O 2.546 -0.558 -1.279
N 1.446 -0.273 0.723
C 0.254 0.077 1.222
C -0.184 0.068 2.541
C -1.498 0.391 2.783
C -2.392 0.652 1.713
C -1.980 0.512 0.377
C -0.639 0.159 0.108
H 1.552 -0.410 -3.123
H 0.302 -0.300 -4.215
H 2.237 -0.560 1.257
H 0.426 -0.055 3.401
H -1.829 0.364 3.793
H -3.395 1.076 1.876
H -2.723 0.672 -0.437
*
```

Properties
- SMILES: N/N=C1\C(=O)Nc2ccccc21
- Frontier orbital gap: 7.86 eV
- Energy relative to the best compared isomer or geometry (same formula, charge and spin): 32.5 kcal/mol
- Calculated total energy: -548.54617 a.u.

Atom charges from the Löwdin analysis, given in e for atoms 1 to 4: atom 1 (N): 0.0676, atom 2 (N): 0.0827, atom 3 (C): -0.1681, atom 4 (C): -0.3537